[1]
Density functional theory data (ωB97M-V/def2-TZVPD) for C26H22F6N7O4S2V as an isolated structure.

Structure (XYZ):
```
68
Properties=species:S:1:pos:R:3
V -0.10 -0.06 0.08
C 2.12 2.30 0.70
N 1.58 1.31 1.61
C 2.52 0.28 2.01
C 2.86 -0.56 0.80
C 4.01 -1.32 0.75
C 4.35 -1.97 -0.43
C 3.53 -1.79 -1.53
C 2.39 -1.04 -1.40
N 2.01 -0.46 -0.24
C 0.76 1.85 2.67
C -0.39 0.94 2.99
C -1.16 1.16 4.11
C -2.24 0.33 4.37
C -2.47 -0.74 3.52
C -1.62 -0.91 2.45
N -0.61 -0.07 2.14
C 1.00 2.86 -0.16
C 1.17 4.04 -0.86
C 0.09 4.58 -1.53
C -1.13 3.95 -1.43
C -1.21 2.76 -0.74
N -0.16 2.18 -0.13
H 2.59 3.13 1.24
H 2.88 1.86 0.07
H 3.45 0.69 2.41
H 2.07 -0.33 2.80
H 4.65 -1.38 1.62
H 5.24 -2.58 -0.48
H 3.78 -2.23 -2.49
H 1.73 -0.89 -2.24
H 1.33 2.04 3.59
H 0.36 2.81 2.35
H -0.93 1.99 4.77
H -2.88 0.50 5.23
H -3.28 -1.44 3.68
H -1.76 -1.76 1.79
H 2.14 4.52 -0.86
H 0.21 5.49 -2.11
H -2.02 4.36 -1.90
H -2.15 2.23 -0.66
F -5.04 -0.54 0.49
C -4.72 -0.59 -0.80
F -5.42 -1.53 -1.41
F -4.93 0.59 -1.37
S -2.94 -1.02 -0.87
O -2.28 0.08 -0.13
O -2.86 -2.32 -0.30
N -2.61 -0.98 -2.40
S -1.33 -0.35 -3.06
O -0.78 -1.19 -4.07
O -0.37 0.20 -2.08
C -2.01 1.12 -3.95
F -2.66 0.70 -5.01
F -1.00 1.90 -4.31
F -2.84 1.78 -3.14
N 0.57 -7.55 0.41
C 0.48 -6.41 0.34
C 0.38 -4.97 0.25
C 0.65 -4.17 1.34
C 0.50 -2.80 1.22
N 0.09 -2.18 0.10
C -0.12 -2.99 -0.97
C 0.00 -4.36 -0.94
H 0.99 -4.60 2.28
H 0.72 -2.17 2.06
H -0.40 -2.53 -1.91
H -0.20 -4.94 -1.83
```

Calculated values
Charge: +1
HOMO (alpha / beta) in eV: -10.11 / -9.30
LUMO energy (alpha / beta) in eV: -3.08 / -3.08
Orbital gap (alpha / beta) in Eh: 0.2583 / 0.2286
⟨S²⟩: 0.792
Spin multiplicity: 2


[2]
Density functional theory data (ωB97M-V/def2-TZVPD) for a 2-piece molecular cluster, C7H15NO4 overall.

Structure (XYZ):
```
27
Properties=species:S:1:pos:R:3
C 2.31 -1.61 0.14
C 2.23 -0.48 -0.94
C 0.93 0.64 -1.07
C -1.35 0.27 -0.26
C -2.39 -0.84 0.43
C -0.34 0.92 0.93
C 0.74 1.60 0.32
H 0.32 -1.63 -0.10
H 2.65 -0.87 0.98
H 2.89 -2.44 -0.14
H 2.24 -0.82 -2.02
H 3.24 0.06 -0.89
H 1.00 1.52 -1.81
H -0.75 0.19 -2.26
H -2.24 1.13 -0.65
H -2.93 -0.14 1.24
H -1.87 -1.67 0.99
H -2.10 -1.15 -1.52
H -1.19 1.72 1.32
H 0.38 -0.86 1.74
H 1.52 1.59 1.06
H 0.69 3.39 0.74
N -0.25 -0.14 -1.31
O 1.08 -2.07 0.62
O -3.17 -1.08 -0.74
O 0.02 0.04 1.91
O 0.21 2.86 -0.14
```

Calculated values
Charge: 0
HOMO in eV: -9.26
LUMO energy in eV: 0.40
Orbital gap in Eh: 0.3550
Spin multiplicity: 1


[3]
Density functional theory data (ωB97M-V/def2-TZVPD) for one molecule with the formula C3H2S2.

Structure (XYZ):
```
7
Properties=species:S:1:pos:R:3
C -0.33 0.05 -0.69
C -0.04 0.24 0.74
C 0.90 -0.79 -0.41
S 1.75 0.30 0.62
S -0.89 -0.25 2.03
H -1.24 -0.47 -0.96
H -0.14 0.91 -1.33
```

Calculated values
Charge: 0
HOMO (alpha / beta) in eV: -8.85 / -8.85
LUMO energy (alpha / beta) in eV: -1.73 / -1.73
Orbital gap (alpha / beta) in Eh: 0.2615 / 0.2617
Spin multiplicity: 1


[4]
Density functional theory data (ωB97M-V/def2-TZVPD) for a 2-piece molecular cluster, H2NO2P overall.

Structure (XYZ):
```
6
Properties=species:S:1:pos:R:3
N -1.38 0.60 0.12
O -0.21 -0.90 -0.06
O -2.48 0.37 -0.06
P 1.26 -0.67 -0.01
H 1.48 0.14 -1.12
H 1.33 0.46 1.13
```

Calculated values
Charge: 0
HOMO (alpha / beta) in eV: -8.50 / -8.30
LUMO energy (alpha / beta) in eV: -1.31 / -1.49
Orbital gap (alpha / beta) in Eh: 0.2642 / 0.2503
Spin multiplicity: 1


[5]
Density functional theory data (ωB97M-V/def2-TZVPD) for one molecule with the formula C2H5PS.

Structure (XYZ):
```
9
Properties=species:S:1:pos:R:3
C 0.85 -0.44 0.83
C 0.46 0.37 -0.41
P -1.20 -0.38 -1.12
S 2.21 -1.20 1.16
H 0.01 -0.54 1.56
H 1.11 0.57 -1.18
H 0.11 1.39 -0.14
H -1.92 0.83 -0.96
H -1.62 -0.60 0.26
```

Calculated values
Charge: 0
HOMO in eV: -8.79
LUMO energy in eV: -0.24
SMILES string: PCC=S
Orbital gap in Eh: 0.3142
Spin multiplicity: 1


[6]
Density functional theory data (ωB97M-V/def2-TZVPD) for an isolated ion of composition C11H23ClN and charge +1.

Structure (XYZ):
```
36
Properties=species:S:1:pos:R:3
C 2.47 -0.58 1.35
C 1.97 0.42 0.26
C 3.19 1.25 -0.27
C 1.20 -0.31 -0.90
C -0.28 0.13 -1.06
C -0.77 -0.63 -2.39
C -1.64 -1.82 -1.90
N -1.30 -1.88 -0.44
C -1.34 -0.43 -0.06
C -1.11 -0.30 1.47
C -1.48 1.10 2.08
C -1.81 2.20 1.05
Cl -3.53 2.09 0.45
H 1.98 -0.38 2.32
H 3.55 -0.55 1.51
H 2.21 -1.63 1.08
H 1.27 1.13 0.74
H 4.12 0.68 -0.11
H 3.24 2.22 0.25
H 3.13 1.47 -1.35
H 1.34 -1.40 -0.83
H 1.70 0.00 -1.83
H -0.34 1.19 -1.34
H 0.07 -1.10 -2.92
H -1.22 0.14 -3.03
H -1.57 -2.78 -2.44
H -2.69 -1.54 -2.07
H -0.40 -2.34 -0.27
H -2.02 -2.49 -0.06
H -2.40 -0.19 -0.23
H -1.72 -1.05 2.00
H -0.05 -0.52 1.69
H -2.31 1.01 2.79
H -0.62 1.44 2.67
H -1.10 2.29 0.23
H -1.76 3.16 1.59
```

Calculated values
Charge: +1
HOMO in eV: -13.78
LUMO energy in eV: -3.01
SMILES string: CC(C)C[C@H]1CC[NH2+][C@H]1CCCCl
Orbital gap in Eh: 0.3958
Spin multiplicity: 1


Number 1: calculated total energy -4027.66153 hartree. Number 2: calculated total energy -631.12977 hartree. Number 3: calculated total energy -911.72036 hartree. Number 4: calculated total energy -547.63595 hartree. Number 5: calculated total energy -818.67414 hartree. Number 6: calculated total energy -947.60879 hartree.